122
Properties=species:S:1:pos:R:3 method="wB97M-V/def2-TZVPD" total_energy_ha=-4455.1457 gap_ev=6.119 homo_energy_ev=-9.14 relative_energy_ev=1.799 total_charge=+1
Pb 0.34 0.59 -0.05
C 3.34 -3.99 1.59
C 1.97 -3.88 2.16
C 1.58 -4.62 3.23
C 0.23 -4.58 3.68
N -0.63 -3.78 3.15
N -0.26 -2.99 2.11
B -1.39 -2.16 1.51
N -1.85 -0.94 2.31
N -1.65 -1.13 3.63
C -2.16 -0.31 4.50
C -2.94 0.81 4.09
C -3.12 1.06 2.77
C -3.88 2.24 2.28
C -2.54 0.14 1.82
S -2.71 0.42 0.17
C -1.93 -0.58 5.97
C -0.96 -1.74 6.16
C -3.29 -0.95 6.59
C -1.38 0.67 6.66
N -1.64 -2.32 0.03
N -2.51 -2.96 0.82
C -3.61 -3.52 0.41
C -3.74 -3.60 -1.00
C -2.83 -3.01 -1.85
C -2.98 -3.09 -3.32
C -1.74 -2.22 -1.31
S -0.80 -1.20 -2.23
C -4.62 -3.96 1.44
C -5.82 -4.65 0.79
C -3.95 -4.89 2.46
C -5.10 -2.67 2.15
C 0.98 -3.02 1.54
S 1.37 -2.19 0.14
C -0.19 -5.57 4.76
C -1.64 -5.40 5.21
C -0.03 -6.99 4.17
C 0.73 -5.42 5.99
H 4.02 -4.48 2.29
H 3.73 -3.01 1.31
H 3.31 -4.57 0.66
H 2.29 -5.29 3.70
H -3.37 1.46 4.83
H -4.23 2.85 3.12
H -4.74 1.92 1.69
H -3.26 2.85 1.63
H -1.29 -2.60 5.59
H -0.89 -2.00 7.21
H 0.04 -1.47 5.80
H -3.71 -1.83 6.10
H -4.01 -0.14 6.50
H -3.17 -1.18 7.65
H -0.45 0.99 6.18
H -1.17 0.46 7.70
H -2.08 1.51 6.62
H -4.58 -4.13 -1.42
H -3.79 -3.75 -3.62
H -2.04 -3.42 -3.77
H -3.16 -2.09 -3.72
H -5.51 -5.54 0.24
H -6.34 -3.97 0.12
H -6.51 -4.96 1.57
H -3.64 -5.83 1.97
H -4.64 -5.14 3.26
H -3.06 -4.42 2.89
H -5.35 -1.90 1.42
H -4.33 -2.29 2.82
H -5.99 -2.88 2.74
H -2.31 -5.28 4.36
H -1.75 -4.55 5.88
H -1.94 -6.29 5.76
H -0.76 -7.16 3.38
H -0.20 -7.72 4.96
H 0.96 -7.16 3.76
H 0.78 -4.38 6.31
H 1.74 -5.77 5.79
H 0.32 -6.01 6.81
I 3.79 5.96 -4.91
C 3.24 4.37 -3.64
C 4.17 3.83 -2.77
C 3.77 2.80 -1.95
I 5.11 1.94 -0.59
C 2.46 2.25 -1.96
O 2.18 1.24 -1.17
C 1.55 2.84 -2.86
C 0.12 2.36 -2.91
N -0.55 2.49 -1.59
C -0.51 3.85 -1.05
C -0.58 3.93 0.45
C -0.81 5.17 1.05
C -0.80 5.26 2.43
C -0.57 4.12 3.18
C -0.36 2.93 2.51
N -0.36 2.84 1.18
C 1.94 3.89 -3.68
H 5.18 4.21 -2.73
H 0.09 1.30 -3.18
H -0.42 2.92 -3.68
H -1.51 2.19 -1.68
H -1.28 4.49 -1.49
H 0.46 4.29 -1.34
H -0.99 6.04 0.44
H -0.97 6.22 2.92
H -0.54 4.14 4.26
H -0.17 2.01 3.04
H 1.23 4.32 -4.37
N 1.74 0.54 2.19
C 2.84 0.61 2.54
N 4.07 0.68 2.97
C 4.71 1.95 3.32
C 5.41 1.76 4.67
O 6.33 0.69 4.61
C 5.71 -0.53 4.28
C 4.99 -0.45 2.94
H 3.97 2.74 3.37
H 5.45 2.20 2.56
H 4.66 1.58 5.45
H 5.98 2.65 4.92
H 4.99 -0.82 5.06
H 6.50 -1.28 4.23
H 4.43 -1.37 2.75
H 5.72 -0.30 2.13